# C44H87N2Si

A 5-piece molecular cluster, C44H87N2Si overall (wB97M-V/def2-TZVPD, OMol25).

Geometry as XYZ:
```
134
C44H87N2Si, DFT wB97M-V/def2-TZVPD
C -5.3615 2.1177 2.6839
Si -3.4162 2.2795 2.7284
C -2.7560 0.4440 2.8595
C -2.7979 3.3778 4.2332
C -3.5296 2.9934 5.6530
C -2.3045 2.8325 6.7690
C -1.9403 1.2106 6.7965
C -0.3782 0.9301 7.2197
C 0.3355 0.1457 5.9679
C 1.3615 -1.0678 6.4401
C 1.5293 -2.1487 5.2191
N 1.8774 -1.4887 3.8628
C 3.0758 -0.5761 3.9218
C 3.5255 0.1828 2.5002
C 2.5913 -0.1801 1.1601
C 1.3410 -1.2405 1.4973
N 1.0696 -1.8503 2.8295
C -2.7319 3.1972 1.1327
C -1.0673 3.1922 1.0053
C -0.4066 3.9775 -0.2763
C -1.3843 4.7310 -1.3608
C -3.0355 4.7092 -1.2460
C -3.7309 3.9312 0.0321
H -5.7224 1.0042 2.8745
H -5.7268 2.3954 1.5999
H -5.8836 2.7747 3.5060
H -3.1272 -0.2455 1.9867
H -3.1290 -0.0769 3.8667
H -1.5767 0.4260 2.8548
H -1.6283 3.3144 4.2492
H -3.0720 4.4993 3.9342
H -4.1270 3.9654 5.9967
H -4.2143 2.0480 5.5712
H -2.7071 3.1516 7.8368
H -1.3732 3.5049 6.5388
H -2.6419 0.6626 7.5582
H -2.2191 0.8182 5.7049
H 0.1458 1.9886 7.3853
H -0.2902 0.3747 8.2594
H 0.9726 0.9342 5.3830
H -0.4434 -0.3481 5.2105
H 2.4052 -0.6913 6.8105
H 0.8625 -1.6391 7.3533
H 0.5473 -2.7779 5.1051
H 2.4434 -2.8414 5.4856
H 3.6945 -0.3791 4.9055
H 4.4286 0.9246 2.4202
H 2.8023 0.2620 0.0949
H 0.6638 -1.5219 0.5578
H -0.4189 2.6344 1.8294
H 0.7639 4.0069 -0.3515
H -0.8367 5.3105 -2.2462
H -3.7275 5.2694 -2.0338
H -4.8938 3.9154 0.1766
C 5.0598 -3.2113 0.5566
C 4.0410 -3.1216 -0.5691
C 4.3284 -4.0855 -1.7230
C 5.6547 -3.8519 -2.4572
C 5.8353 -2.4552 -3.0543
C 4.8053 -2.1217 -4.1239
H 6.0629 -2.9380 0.2167
H 4.7869 -2.5284 1.3668
H 5.0983 -4.2256 0.9671
H 3.9860 -2.0904 -0.9340
H 3.0501 -3.3551 -0.1604
H 3.5006 -4.0306 -2.4399
H 4.3234 -5.1129 -1.3372
H 5.7395 -4.5964 -3.2602
H 6.4880 -4.0527 -1.7747
H 6.8345 -2.3956 -3.5034
H 5.8086 -1.6943 -2.2673
H 4.8481 -2.8456 -4.9435
H 5.0014 -1.1283 -4.5381
H 3.7897 -2.1178 -3.7187
C -9.6127 3.8497 -4.9266
C -8.7041 2.6720 -4.6095
C -8.2050 2.6659 -3.1624
C -7.3408 3.8681 -2.7621
C -6.0875 4.0853 -3.6118
C -5.0999 2.9302 -3.5310
H -9.0910 4.8045 -4.8143
H -9.9663 3.7849 -5.9601
H -10.4880 3.8546 -4.2688
H -7.8601 2.6602 -5.3074
H -9.2622 1.7446 -4.7881
H -7.6438 1.7400 -2.9892
H -9.0702 2.6226 -2.4885
H -7.0425 3.7436 -1.7125
H -7.9488 4.7791 -2.7935
H -5.5855 4.9968 -3.2641
H -6.3583 4.2660 -4.6573
H -4.7805 2.7637 -2.4977
H -4.2112 3.1528 -4.1291
H -5.5329 2.0018 -3.9131
C 0.4128 -8.5775 3.7189
C -0.6933 -8.1381 2.7720
C -0.1711 -7.4299 1.5194
C 0.5860 -6.1206 1.7744
C -0.1962 -5.0499 2.5371
C -1.4374 -4.5721 1.7973
H 0.9779 -7.7238 4.1042
H -0.0137 -9.1067 4.5763
H 1.1103 -9.2548 3.2155
H -1.4034 -7.4989 3.3073
H -1.2562 -9.0263 2.4592
H -1.0160 -7.2372 0.8478
H 0.4940 -8.1133 0.9761
H 0.9001 -5.7100 0.8055
H 1.5109 -6.3362 2.3211
H 0.4633 -4.1887 2.7018
H -0.4770 -5.4137 3.5310
H -1.1720 -4.1610 0.8184
H -1.9379 -3.7863 2.3709
H -2.1556 -5.3830 1.6487
C 4.6836 2.0132 -4.1236
C 4.3302 1.9871 -5.6027
C 5.4669 1.4685 -6.4870
C 6.7487 2.3107 -6.4678
C 6.5745 3.7771 -6.8669
C 6.0861 3.9560 -8.2971
H 5.5183 2.6902 -3.9194
H 3.8264 2.3580 -3.5376
H 4.9554 1.0132 -3.7704
H 4.0183 2.9866 -5.9240
H 3.4585 1.3353 -5.7401
H 5.1002 1.3867 -7.5170
H 5.7202 0.4466 -6.1770
H 7.4787 1.8423 -7.1414
H 7.1956 2.2693 -5.4681
H 7.5429 4.2826 -6.7644
H 5.8911 4.2844 -6.1781
H 6.7814 3.4953 -9.0055
H 6.0115 5.0205 -8.5386
H 5.0977 3.5123 -8.4444
```

**Calculated total energy**: -57874.0552 eV
**Lowest unoccupied orbital energy**: -5.19 eV
**Gap between HOMO and LUMO**: 0.1864 Eh
**E_HOMO**: -10.26 eV
**Charge**: +1